Density functional theory data (wB97M-V/def2-TZVPD) for an isolated ion of composition C4H11NP and charge +1.

```
17
Properties=species:S:1:pos:R:3:mulliken_charge:R:1
C -1.53074 0.74619 -0.06474 -1.382
C -0.38461 -0.25545 -0.16185 -0.123
N -0.92382 -1.62085 0.24939 -0.242
C 0.88474 0.25253 0.58610 -0.116
C 1.76739 1.34603 -0.02211 -0.972
P 2.54102 -0.39256 -0.04905 0.026
H -1.93602 0.50823 0.98274 0.372
H -2.37313 0.59965 -0.77810 0.400
H -1.00622 1.68496 -0.23450 0.381
H -0.19109 -0.25127 -1.26403 0.270
H -1.92115 -1.59750 -0.00398 0.390
H -0.64780 -1.89875 1.22758 0.379
H -0.59967 -2.38031 -0.45153 0.401
H 0.77211 0.09842 1.71429 0.477
H 1.46240 1.66797 -1.01831 0.321
H 2.15422 2.06580 0.61682 0.387
H 1.93238 -0.57309 -1.32874 0.031
```

Computed properties:
LUMO level = -3.82 eV
Molecular weight = 104.11 g/mol
Charge = +1
Energy above the lowest of the compared OMol25 structures with the same formula, charge and spin = 1.479 eV
HOMO-LUMO gap = 9.853 eV
SMILES = C[C@H]([NH3+])[C@@H]1CP1


Density functional theory data (wB97M-V/def2-TZVPD) for a 2-piece molecular cluster, C4H11NS overall.

```
17
Properties=species:S:1:pos:R:3:mulliken_charge:R:1
C -1.38718 1.86913 1.35190 -0.790
N 0.02175 2.25917 1.56397 -0.695
H -1.93487 1.12840 1.91725 0.265
H -2.08460 2.61394 0.97339 0.327
H 0.33847 2.83803 0.79323 0.283
H 0.10087 1.27716 1.24045 0.458
C 0.44472 -2.24673 -0.11548 -1.057
C 0.69950 -1.29233 -1.27290 -0.497
C 0.51047 0.17569 -0.82563 -0.910
S -1.36093 0.44992 -0.71814 -0.519
H 1.17020 -2.05553 0.67939 0.272
H 0.52364 -3.28708 -0.44506 0.336
H -0.55395 -2.05535 0.27722 0.273
H 1.64261 -1.44551 -1.81971 0.388
H -0.11627 -1.46055 -1.98552 0.269
H 0.79661 0.86148 -1.62735 0.158
H 1.18895 0.37016 0.01300 0.441
```

Computed properties:
LUMO level (spin up / spin down) = 4.15 / 4.07 eV
Molecular weight = 105.21 g/mol
Charge = -1
2S+1 = 2
Energy above the lowest of the compared OMol25 structures with the same formula, charge and spin = 2.422 eV
HOMO-LUMO gap (spin up / spin down) = 4.604 / 6.917 eV


Density functional theory data (wB97M-V/def2-TZVPD) for the molecule C4H11NS.

```
17
Properties=species:S:1:pos:R:3:mulliken_charge:R:1
C 2.06385 0.57902 -0.10051 -1.603
C 0.78620 -0.23610 0.09291 0.759
N 0.48509 -0.35336 1.50850 -0.633
C -0.33436 0.45144 -0.67327 -0.905
C -1.73355 -0.14695 -0.71086 -0.771
S -2.64256 0.21046 0.83214 -0.236
H 2.19414 0.77595 -1.16879 0.346
H 2.95273 0.03902 0.18170 0.418
H 2.06575 1.50466 0.47078 0.414
H 1.00972 -1.19979 -0.36498 0.158
H 1.27256 -0.69271 2.04437 0.250
H -0.31810 -0.95863 1.61560 0.201
H -0.33985 1.50726 -0.40705 0.388
H -0.02521 0.47187 -1.72616 0.334
H -2.31380 0.08286 -1.59705 0.423
H -1.61047 -1.23169 -0.71653 0.331
H -3.51214 -0.80330 0.71920 0.125
```

Computed properties:
LUMO level = 0.91 eV
Molecular weight = 105.21 g/mol
Energy above the lowest of the compared OMol25 structures with the same formula, charge and spin = 0.217 eV
HOMO-LUMO gap = 9.788 eV
SMILES = C[C@@H](N)CCS


Density functional theory data (wB97M-V/def2-TZVPD) for the molecule C4H11NS.

```
17
Properties=species:S:1:pos:R:3:mulliken_charge:R:1
C 1.86740 -0.27988 -0.59215 -1.010
C 1.24245 0.33153 0.66866 -0.749
C -0.29607 0.52029 0.65439 0.241
S -0.88400 1.99771 -0.16544 -0.275
C -1.03996 -0.72251 0.01542 -0.743
N -2.56072 -0.63599 0.06957 -0.706
H 2.96926 -0.36853 -0.47718 0.352
H 1.46446 -1.27718 -0.73801 0.292
H 1.52266 0.26949 -1.53404 0.233
H 1.79577 1.23101 1.01095 0.386
H 1.39616 -0.44498 1.38113 0.364
H -0.64287 0.66771 1.70781 0.265
H 0.29559 2.62852 -0.41164 0.118
H -0.66856 -1.58922 0.55071 0.364
H -0.77048 -0.88963 -1.03787 0.312
H -2.88587 -1.48664 -0.41647 0.274
H -2.80522 0.04830 -0.68583 0.280
```

Computed properties:
LUMO level = 0.88 eV
Molecular weight = 105.21 g/mol
Energy above the lowest of the compared OMol25 structures with the same formula, charge and spin = 0.614 eV
HOMO-LUMO gap = 9.786 eV
SMILES = CC[C@@H](S)CN


Density functional theory data (wB97M-V/def2-TZVPD) for the molecule C4H11NS.

```
17
Properties=species:S:1:pos:R:3:mulliken_charge:R:1
C 1.50483 -0.22343 1.82662 -0.840
N 0.41056 -1.18064 1.60552 -0.306
C -0.77736 -0.59983 1.03242 -0.464
C -1.01364 -0.95243 -0.46101 -0.578
C -0.01245 -0.22877 -1.38244 -0.577
S -0.24214 1.57315 -1.50343 -0.207
H 2.25674 -0.75139 2.42437 0.339
H 1.16655 0.60927 2.43598 0.327
H 2.11140 0.11037 0.97745 0.243
H 0.77129 -1.89802 0.99564 0.277
H -0.78794 0.50136 1.03097 0.158
H -1.72997 -0.69129 1.57390 0.289
H -2.05367 -0.84524 -0.76498 0.354
H -0.75515 -2.00596 -0.64763 0.275
H -0.13886 -0.59467 -2.40129 0.355
H 1.02749 -0.33025 -1.08634 0.263
H 0.39167 1.97877 -0.42280 0.092
```

Computed properties:
LUMO level = 0.93 eV
Molecular weight = 105.21 g/mol
Energy above the lowest of the compared OMol25 structures with the same formula, charge and spin = 0.863 eV
HOMO-LUMO gap = 9.886 eV
SMILES = CNCCCS


Density functional theory data (wB97M-V/def2-TZVPD) for a 2-piece molecular cluster, C4H11NS overall.

```
17
Properties=species:S:1:pos:R:3:mulliken_charge:R:1
C 1.30287 1.28638 -1.27524 -0.604
C 2.17184 0.35451 -0.89222 0.219
N 3.47999 0.20899 -1.35716 -0.525
H 1.53815 2.01619 -2.03727 0.219
H 0.31961 1.30896 -0.83714 0.014
H 1.90590 -0.36422 -0.12868 0.241
H 3.65865 0.67115 -2.23744 0.219
H 3.78904 -0.75389 -1.39840 0.233
C -2.70827 0.29504 0.82976 -1.060
C -1.86362 -0.75584 1.53387 -0.329
S -0.90045 -1.70648 0.30724 -0.274
H -3.45464 -0.16427 0.18151 0.318
H -2.06679 0.93475 0.22409 0.245
H -3.23639 0.90404 1.56174 0.316
H -1.17208 -0.28071 2.22747 0.289
H -2.48474 -1.45006 2.09688 0.355
H -0.27908 -2.50455 1.20099 0.123
```

Computed properties:
LUMO level = 0.83 eV
Molecular weight = 105.21 g/mol
Energy above the lowest of the compared OMol25 structures with the same formula, charge and spin = 0.800 eV
HOMO-LUMO gap = 9.042 eV
SMILES = C=CN.CCS


Density functional theory data (wB97M-V/def2-TZVPD) for the molecule C4H11NS.

```
17
Properties=species:S:1:pos:R:3:mulliken_charge:R:1
C 0.64623 1.02928 -1.28673 -1.196
C 0.49429 0.02202 -0.12417 0.636
C 0.16265 1.04616 1.06355 -1.352
S 2.23670 -0.72748 -0.01859 -0.203
C -0.47748 -1.20358 -0.21223 -0.963
N -1.81397 -0.65448 -0.26389 -0.652
H -0.48425 1.31924 -1.33797 0.302
H 0.96172 0.33376 -2.11588 0.413
H 1.37450 1.90895 -1.01353 0.348
H -0.70662 1.55630 0.69264 0.459
H -0.09509 0.72505 2.15822 0.241
H 1.19912 1.60439 1.22287 0.332
H 1.81952 -1.93113 0.96797 0.138
H -0.34334 -1.84330 -0.95125 0.567
H -0.32299 -1.73320 0.72532 0.414
H -2.51751 -1.48507 -0.21093 0.266
H -2.13345 0.03308 0.70459 0.249
```

Computed properties:
LUMO level = 0.58 eV
Molecular weight = 105.21 g/mol
Energy above the lowest of the compared OMol25 structures with the same formula, charge and spin = 3.059 eV
HOMO-LUMO gap = 9.560 eV
SMILES = CC(C)(S)CN


Density functional theory data (wB97M-V/def2-TZVPD) for a 2-piece molecular cluster, C4H11NS2 overall.

```
18
Properties=species:S:1:pos:R:3:mulliken_charge:R:1
N 2.72747 -0.69059 -1.37192 -0.602
C 1.39531 -0.93147 -0.83151 -0.553
C 1.30138 -0.61945 0.67025 -0.468
S 1.85159 1.05576 1.06141 -0.631
S -1.73890 -0.93732 -0.69391 -0.164
C -2.61962 0.25017 0.35447 -0.440
C -1.85616 1.57826 0.44113 -0.822
H 3.38307 -1.40753 -1.09586 0.229
H 3.01754 0.21294 -1.00441 0.260
H 1.04921 -1.94949 -1.03149 0.297
H 0.67734 -0.29789 -1.36002 0.199
H 1.92714 -1.32331 1.23754 0.269
H 0.26325 -0.81811 1.00291 0.120
H -2.74995 -0.18965 1.34620 0.267
H -3.62944 0.40406 -0.04456 0.333
H -0.83537 1.40760 0.81278 0.116
H -1.76564 1.98144 -0.57030 0.242
H -2.39823 2.27458 1.07730 0.346
```

Computed properties:
LUMO level (spin up / spin down) = 3.27 / 1.38 eV
Molecular weight = 137.27 g/mol
Charge = -1
2S+1 = 2
Energy above the lowest of the compared OMol25 structures with the same formula, charge and spin = 0.152 eV
HOMO-LUMO gap (spin up / spin down) = 6.136 / 3.985 eV


Density functional theory data (wB97M-V/def2-TZVPD) for a 2-piece molecular cluster, C4H11NS2 overall.

```
18
Properties=species:S:1:pos:R:3:mulliken_charge:R:1
C -0.55397 0.70519 0.31040 -1.635
C 1.80817 -0.24691 0.80651 -1.511
C 1.22654 0.30739 -1.51366 -1.508
C 0.66204 -0.09606 -0.18401 1.375
N -2.86601 -2.79009 -0.37423 -0.167
S 0.04685 -1.77042 -0.45881 -0.427
S -4.18363 -2.37043 0.49764 0.029
H -1.01841 0.35054 1.22273 0.385
H -0.23127 1.69731 0.46691 0.459
H -1.31426 0.71329 -0.49638 0.342
H 2.54725 0.47103 0.44128 0.346
H 2.30749 -1.17294 0.61793 0.416
H 1.42632 -0.10788 1.80492 0.365
H 1.52663 1.34119 -1.51798 0.414
H 1.93455 -0.50227 -1.90117 0.356
H 0.37379 0.25047 -2.33057 0.317
H -1.81036 -2.44559 -0.34434 0.143
H -3.02051 -3.53708 -1.02949 0.301
```

Computed properties:
LUMO level (spin up / spin down) = -3.19 / -3.30 eV
Molecular weight = 137.27 g/mol
Energy above the lowest of the compared OMol25 structures with the same formula, charge and spin = 4.401 eV
HOMO-LUMO gap (spin up / spin down) = 4.193 / 3.921 eV


Density functional theory data (wB97M-V/def2-TZVPD) for a 2-piece molecular cluster, C4H11NSi overall.

```
17
Properties=species:S:1:pos:R:3:mulliken_charge:R:1
C -1.55432 0.30793 -0.22512 -0.835
Si -0.28362 -0.83768 0.06624 0.453
C -0.02786 -1.99022 -1.35839 -0.900
C 0.07270 -1.80970 1.72738 -1.101
H -1.69726 0.49331 -1.26744 0.240
H -1.98210 0.86682 0.51881 0.367
H -1.02831 -2.49663 -1.38887 0.298
H -0.05776 -1.44782 -2.31715 0.332
H 0.78887 -2.79078 -1.16510 0.252
H 0.08153 -1.06032 2.54792 0.280
H -0.52833 -2.65461 2.09709 0.359
H 1.03703 -2.20444 1.73053 0.365
C 1.09692 3.57392 -0.21331 -0.252
N 1.62738 2.44107 -0.33138 -0.575
H 1.49963 4.41193 -0.49646 0.333
H -0.05794 3.66183 0.07152 0.134
H 1.01343 1.53539 0.00371 0.249
```

Computed properties:
LUMO level = -0.06 eV
Molecular weight = 101.22 g/mol
Energy above the lowest of the compared OMol25 structures with the same formula, charge and spin = 4.176 eV
HOMO-LUMO gap = 8.246 eV
SMILES = C=[Si](C)C.C=N


Density functional theory data (wB97M-V/def2-TZVPD) for a 2-piece molecular cluster, C4H11NSi2 overall.

```
18
Properties=species:S:1:pos:R:3:mulliken_charge:R:1
C 0.12454 -1.89931 0.13413 0.282
C -2.44003 -0.43027 0.71129 -0.991
C 0.36845 0.93771 1.21599 -1.077
C -0.58548 0.35102 -1.74370 -0.982
N 0.63038 -2.92573 0.14497 -0.461
Si 3.89326 0.52872 0.17082 0.149
Si -0.66087 -0.19505 0.07841 0.363
H -2.44525 -0.75710 1.74766 0.311
H -3.00517 0.49608 0.65666 0.312
H -2.97306 -1.17564 0.12800 0.315
H 1.19532 0.39729 1.66397 0.305
H 0.78905 1.77989 0.66862 0.348
H -0.22782 1.34529 2.02548 0.304
H -0.96345 -0.42441 -2.40682 0.326
H -1.17583 1.24745 -1.91163 0.317
H 0.43651 0.56910 -2.04397 0.303
H 3.32054 -0.82814 0.00146 -0.047
H 3.71891 0.98310 -1.24134 -0.076
```

Computed properties:
LUMO level = -1.08 eV
Molecular weight = 129.31 g/mol
Energy above the lowest of the compared OMol25 structures with the same formula, charge and spin = 0.710 eV
HOMO-LUMO gap = 7.648 eV


Density functional theory data (wB97M-V/def2-TZVPD) for the molecule C4H11O2P.

```
18
Properties=species:S:1:pos:R:3:mulliken_charge:R:1
C 2.34429 0.13961 -0.45223 -1.172
C -1.93558 -0.96333 0.53354 -0.928
C -1.02810 1.92435 0.18281 -0.960
C 1.10307 -0.53501 0.20201 -0.036
O -0.87341 -0.03504 -1.90159 -0.591
O 1.18033 -1.92698 -0.05566 -0.520
P -0.91258 0.20094 -0.41563 0.647
H 2.28974 1.14022 -0.20163 0.382
H 3.34171 -0.37708 -0.14061 0.289
H 2.26676 0.19964 -1.46851 0.370
H -1.41969 -1.92918 0.47238 0.286
H -2.08988 -0.66811 1.55073 0.336
H -2.95481 -1.06686 0.15717 0.331
H -0.10518 2.04167 0.83129 0.281
H -1.08421 2.56010 -0.73252 0.279
H -1.82788 2.02716 0.83190 0.388
H 1.15764 -0.60171 1.32808 0.273
H 0.54778 -2.13037 -0.72151 0.345
```

Computed properties:
LUMO level (spin up / spin down) = 0.78 / -2.54 eV
Molecular weight = 122.10 g/mol
2S+1 = 3
Energy above the lowest of the compared OMol25 structures with the same formula, charge and spin = 2.296 eV
HOMO-LUMO gap (spin up / spin down) = 4.943 / 8.020 eV


Density functional theory data (wB97M-V/def2-TZVPD) for a 2-piece molecular cluster, C4H11O2S overall.

```
18
Properties=species:S:1:pos:R:3:mulliken_charge:R:1
C -2.30376 2.03213 -1.19223 -0.924
C 0.21313 -1.05350 1.78460 -0.942
C 2.79189 -1.32387 1.24417 -0.748
C -2.06644 1.25405 -2.38951 0.226
O 1.29400 -0.75299 -0.68611 -0.377
O -1.45630 0.25059 -2.43873 -0.446
S 1.21685 -1.79707 0.44021 0.555
H -2.49016 1.47409 -0.18165 0.209
H -1.45142 2.67779 -0.79346 0.272
H -3.17285 2.66103 -1.16363 0.346
H 0.50562 -0.05752 1.89206 0.384
H 0.44210 -1.69627 2.68858 0.388
H -0.90454 -1.02159 1.59384 0.336
H 3.34603 -2.29248 1.50084 0.344
H 2.60342 -0.63656 2.02822 0.356
H 3.20651 -0.94678 0.29180 0.320
H 0.51990 -0.48599 -1.24439 0.368
H -2.29398 1.71495 -3.37463 0.333
```

Computed properties:
LUMO level = -3.40 eV
Molecular weight = 123.20 g/mol
Charge = +1
Energy above the lowest of the compared OMol25 structures with the same formula, charge and spin = 1.512 eV
HOMO-LUMO gap = 9.956 eV


Density functional theory data (wB97M-V/def2-TZVPD) for C4H11O3 as an isolated structure.

```
18
Properties=species:S:1:pos:R:3:mulliken_charge:R:1
C 3.24327 -0.51961 0.07542 -0.408
O 3.76295 0.24105 1.03848 -0.294
C 1.92557 0.12290 -0.57814 -0.077
C 0.76066 -0.20508 0.19574 -0.002
C -0.65334 0.15722 0.07091 -1.115
O -3.27775 1.38566 0.86483 -0.706
H 3.92057 -0.73576 -0.75944 0.336
H 2.92372 -1.52736 0.36658 0.395
H 1.99479 0.65921 -1.51370 0.412
H 1.53344 0.80811 0.35869 0.219
H 1.04364 -0.95459 0.92948 0.299
H -1.05791 -0.32363 -0.84114 0.359
H -1.29524 -0.22055 0.85948 0.421
H -0.69454 1.24129 -0.05291 0.305
H -4.14706 1.48731 0.47832 0.306
H -3.63260 -1.47300 -1.14143 0.141
H -3.06565 0.55947 0.34556 0.413
O -3.28450 -0.70263 -0.69672 -1.003
```

Computed properties:
LUMO level (spin up / spin down) = -1.96 / -3.87 eV
Molecular weight = 107.13 g/mol
2S+1 = 2
Energy above the lowest of the compared OMol25 structures with the same formula, charge and spin = 5.559 eV
HOMO-LUMO gap (spin up / spin down) = 4.833 / 2.894 eV


Values for F_max, eV/A, ordered as above
3.23; 3.39; 1.50; 1.68; 2.46; 0.27; 6.63; 0.87; 3.78; 8.20; 1.03; 7.65; 5.16; 2.82